Record 1
26
Properties=species:S:1:pos:R:3:lowdin_charge:R:1 method="wB97M-V/def2-TZVPD" homo_lumo_gap_ha=0.35166 e_lumo_ev=-8.24 total_charge=+2 relative_energy_ev=5.526
C 0.5229 2.4148 -0.8836 -0.157
C 0.1899 -0.0680 0.2257 -0.458
C 2.3898 -0.9186 -0.9189 -0.047
C -2.1579 0.7398 0.8621 0.099
C -1.6887 0.1556 -1.4897 0.033
C 0.2335 -2.1011 2.4669 -0.265
C 1.1764 -1.1755 -0.0373 -0.323
N 0.1439 1.2162 -0.1647 0.114
N 1.6510 2.9370 -0.7260 0.189
N -1.0768 0.4297 -0.2380 -0.144
S 1.0856 -0.6897 1.7859 1.232
H -0.2578 2.6664 -1.5572 0.132
H 2.1380 -1.3702 -1.8798 0.098
H 3.3413 -1.4437 -0.6555 0.116
H 2.7199 0.1760 -1.1102 0.123
H -1.8294 0.4800 1.8693 0.098
H -2.5547 1.7988 0.8048 0.145
H -3.0383 0.1727 0.6279 0.097
H -0.9182 0.2929 -2.2551 0.131
H -2.1432 -0.7925 -1.4124 0.107
H -2.6498 0.7948 -1.6851 0.176
H -0.8146 -1.7707 2.9025 0.120
H 0.9137 -2.5077 3.2310 0.081
H 0.0448 -2.8395 1.6988 0.052
H 0.7375 -2.2518 -0.0696 0.166
H 1.8411 3.6542 -1.3918 0.086

***

Record 2
199
Properties=species:S:1:pos:R:3:lowdin_charge:R:1 method="wB97M-V/def2-TZVPD" homo_lumo_gap_ha=0.30170 e_lumo_ev=-0.03 relative_energy_ev=0.000
C 20.9193 -12.4027 -32.3555 -0.672
O 21.6086 -13.3353 -31.9714 0.019
N 20.8793 -11.2080 -31.6819 0.159
N 20.2144 -12.4460 -33.5363 0.149
H 20.2424 -10.4747 -31.9379 0.087
H 21.4184 -11.0529 -30.8509 0.081
H 19.3887 -11.9027 -33.6996 0.088
H 20.4578 -13.2179 -34.1275 0.100
C 27.0281 -7.6412 -29.2175 -0.633
O 25.8480 -7.8900 -29.4385 -0.007
N 27.9506 -8.6156 -28.9247 0.160
N 27.5113 -6.3611 -29.2687 0.173
H 28.9047 -8.3877 -28.7128 0.095
H 27.6124 -9.5233 -28.6721 0.089
H 26.7838 -5.6661 -29.3622 0.066
H 28.4986 -6.1939 -29.2557 0.096
C 22.3925 -8.0729 -29.9619 -0.097
O 22.1699 -8.1502 -28.5788 -0.201
C 23.2409 -8.7192 -27.8695 -0.218
C 22.7761 -9.2139 -26.4972 -0.176
N 21.3808 -9.6786 -26.5094 -0.059
C 21.3445 -11.1066 -26.8253 -0.208
C 19.9920 -11.6983 -27.1259 -0.210
O 19.2083 -11.9071 -25.9781 -0.193
C 18.2931 -10.8714 -25.6728 -0.094
H 21.5654 -7.5323 -30.4182 0.093
H 22.5369 -9.0585 -30.4270 0.068
H 23.3051 -7.5210 -30.2252 0.080
H 24.0685 -8.0194 -27.7235 0.108
H 23.6621 -9.5710 -28.4235 0.106
H 22.8860 -8.4223 -25.7520 0.116
H 23.4253 -10.0251 -26.1617 0.119
H 20.9573 -9.2373 -27.3223 0.104
H 21.7092 -11.7256 -25.9960 0.109
H 22.0418 -11.3343 -27.6412 0.097
H 20.1738 -12.6930 -27.5511 0.130
H 19.4566 -11.1950 -27.9489 0.112
H 17.6762 -11.1896 -24.8396 0.061
H 17.6829 -10.6578 -26.5601 0.065
H 18.7907 -9.9266 -25.4243 0.095
C 16.2524 -11.8474 -18.2587 -0.139
O 17.4569 -11.2187 -17.9457 -0.186
C 18.4193 -11.1909 -19.0037 -0.206
C 18.1306 -10.1159 -20.0328 -0.186
N 17.2152 -10.5906 -21.0775 -0.061
C 17.1667 -9.7333 -22.2389 -0.216
C 15.8954 -9.9188 -23.0374 -0.225
O 14.9307 -9.0398 -22.4731 -0.185
C 13.7922 -8.9227 -23.2842 -0.123
H 15.5261 -11.1730 -18.7374 0.082
H 15.7750 -12.1977 -17.3422 0.086
H 16.3645 -12.7155 -18.9212 0.091
H 18.4417 -12.1913 -19.4560 0.103
H 19.3794 -11.0700 -18.5023 0.120
H 19.0645 -9.8939 -20.5548 0.125
H 17.6790 -9.2614 -19.5168 0.128
H 16.3117 -10.8057 -20.6835 0.089
H 18.0492 -9.8958 -22.8746 0.105
H 17.2941 -8.6715 -21.9741 0.125
H 15.5548 -10.9636 -23.0399 0.129
H 16.0455 -9.6573 -24.0938 0.111
H 13.2249 -9.8608 -23.3041 0.083
H 14.0317 -8.5960 -24.3033 0.087
H 13.1433 -8.1500 -22.8692 0.086
C 21.9080 -4.7650 -27.3605 -0.093
O 22.8507 -3.8351 -26.8642 -0.175
C 23.7661 -3.3994 -27.8330 -0.241
C 25.0293 -4.2449 -27.8957 -0.209
N 26.1370 -3.7050 -28.6893 -0.074
C 26.9849 -2.8530 -27.8613 -0.211
C 27.9992 -2.0788 -28.6890 -0.247
O 27.3281 -1.3171 -29.6521 -0.181
C 28.1743 -0.7471 -30.6251 -0.105
H 21.3436 -4.3557 -28.2050 0.090
H 21.2380 -5.0157 -26.5410 0.093
H 22.3836 -5.6925 -27.6921 0.071
H 23.9633 -2.3385 -27.6320 0.124
H 23.3344 -3.3683 -28.8469 0.124
H 24.7610 -5.1850 -28.4091 0.103
H 25.3052 -4.6247 -26.9098 0.131
H 25.7775 -3.1830 -29.4804 0.114
H 27.5155 -3.4470 -27.1151 0.122
H 26.3796 -2.1217 -27.3045 0.120
H 28.7402 -2.7814 -29.0902 0.119
H 28.5098 -1.4361 -27.9531 0.127
H 28.5736 0.2044 -30.2528 0.090
H 27.5557 -0.4926 -31.4879 0.084
H 28.9875 -1.3823 -30.9825 0.087
C 24.2549 -15.1512 -19.1154 -0.117
O 23.7351 -16.4318 -19.3707 -0.183
C 22.5689 -16.7372 -18.6446 -0.227
C 21.3303 -15.9455 -19.0786 -0.234
N 21.0821 -16.0409 -20.4868 -0.063
C 19.8407 -15.4094 -20.8817 -0.223
C 19.5760 -15.3970 -22.3705 -0.214
O 18.5308 -14.5016 -22.7169 -0.202
C 18.9766 -13.1463 -22.7563 -0.077
H 24.9491 -14.9081 -19.9202 0.087
H 24.8630 -15.1499 -18.1978 0.088
H 23.5171 -14.3536 -19.0248 0.079
H 22.7030 -16.5234 -17.5747 0.121
H 22.4167 -17.8099 -18.7652 0.121
H 21.5070 -14.9185 -18.7621 0.107
H 20.4730 -16.3660 -18.5233 0.122
H 21.1005 -16.9699 -20.8836 0.123
H 19.7553 -14.3912 -20.4925 0.107
H 19.0074 -15.9235 -20.3589 0.125
H 19.3661 -16.3927 -22.7655 0.127
H 20.4726 -15.0397 -22.8942 0.121
H 18.2649 -12.5805 -23.3489 0.069
H 19.9779 -12.8741 -23.1064 0.098
H 18.9222 -12.8156 -21.7153 0.063
C 13.5430 -12.9899 -25.6518 -0.116
O 14.7190 -12.5942 -26.2960 -0.182
C 15.2359 -13.5793 -27.1578 -0.240
C 16.3332 -13.0126 -27.9986 -0.184
N 15.7976 -12.0738 -29.0079 -0.030
C 16.8295 -11.6247 -29.8933 -0.258
C 16.4461 -10.4644 -30.8271 -0.227
O 15.8673 -9.3356 -30.2268 -0.178
C 16.6534 -8.7905 -29.1771 -0.090
H 13.3221 -12.3507 -24.7961 0.074
H 13.6215 -14.0170 -25.2768 0.092
H 12.6792 -12.8963 -26.3233 0.092
H 14.4771 -14.0399 -27.8080 0.130
H 15.6321 -14.4123 -26.5587 0.112
H 17.0394 -13.7286 -28.4165 0.118
H 16.9551 -12.3707 -27.3554 0.091
H 15.3989 -11.3148 -28.4655 0.106
H 17.0985 -12.4661 -30.5383 0.117
H 17.7678 -11.2778 -29.4153 0.090
H 15.7052 -10.8653 -31.5212 0.124
H 17.3777 -10.1993 -31.3540 0.109
H 16.0882 -7.9822 -28.7251 0.092
H 17.5975 -8.4198 -29.5954 0.091
H 16.8676 -9.5534 -28.4240 0.057
C 13.7922 -20.6979 -27.3756 -0.133
O 14.1261 -19.3711 -27.0865 -0.179
C 15.4523 -19.0116 -27.4232 -0.217
C 15.7199 -18.9153 -28.9383 -0.213
N 17.0992 -18.6694 -29.2677 -0.074
C 17.5572 -17.3006 -29.1134 -0.217
C 19.0722 -17.1938 -29.2430 -0.232
O 19.5355 -15.8805 -29.0816 -0.170
C 19.2376 -15.0298 -30.1541 -0.124
H 12.7249 -20.8118 -27.5894 0.088
H 14.0093 -21.3363 -26.5116 0.088
H 14.2465 -21.1127 -28.2786 0.074
H 16.1573 -19.7324 -26.9837 0.124
H 15.6384 -18.0386 -26.9681 0.116
H 15.0671 -18.1576 -29.3740 0.127
H 15.4184 -19.8729 -29.3667 0.099
H 17.7570 -19.3385 -28.8957 0.109
H 17.3225 -16.8817 -28.1251 0.118
H 17.0645 -16.6888 -29.8717 0.110
H 19.5406 -17.7086 -30.0927 0.128
H 19.4504 -17.7878 -28.3971 0.125
H 19.5502 -14.0234 -29.8725 0.076
H 18.1650 -14.9798 -30.3664 0.068
H 19.7580 -15.2711 -31.0871 0.088
C 24.8753 -9.0737 -32.4812 -0.109
O 24.7949 -8.2712 -33.6524 -0.185
C 25.7661 -7.2435 -33.6450 -0.251
C 25.5159 -6.3016 -34.7733 -0.236
N 24.3932 -5.4021 -34.5163 -0.048
C 24.3044 -4.3212 -35.5014 -0.204
C 23.8719 -2.9673 -34.9303 -0.244
O 24.1578 -1.9598 -35.8675 -0.189
C 25.1786 -1.0901 -35.4275 -0.118
H 25.6653 -9.8230 -32.6360 0.088
H 23.9188 -9.5869 -32.4651 0.087
H 25.2236 -8.5076 -31.6160 0.052
H 26.7571 -7.7244 -33.7337 0.126
H 25.8214 -6.7133 -32.6852 0.121
H 25.3864 -6.8357 -35.7332 0.128
H 26.4558 -5.7970 -35.0327 0.117
H 23.5781 -5.9922 -34.6475 0.110
H 23.7142 -4.5488 -36.3920 0.124
H 25.3329 -4.1233 -35.8316 0.112
H 24.2624 -2.7471 -33.9335 0.115
H 22.7869 -3.0346 -34.7492 0.120
H 26.0419 -1.6158 -35.0105 0.086
H 24.7594 -0.4125 -34.6701 0.088
H 25.5150 -0.4497 -36.2413 0.085
O 23.9591 -12.6655 -27.8412 -0.054
H 24.8972 -12.4626 -27.8024 0.028
H 23.8114 -12.9514 -28.7495 0.044
O 23.3606 -12.3912 -23.8107 -0.046
H 23.2211 -12.7195 -24.7063 0.035
H 23.5574 -13.1753 -23.2891 0.050
O 25.4655 -11.0174 -30.1828 -0.053
H 26.3253 -11.3004 -29.8592 0.034
H 25.4204 -10.0743 -29.9628 -0.003
O 21.4989 -10.0613 -23.6436 -0.079
H 22.1662 -10.7526 -23.5359 -0.011
H 21.4326 -9.9551 -24.6094 -0.024
O 18.0409 -14.8599 -25.6516 -0.051
H 18.1437 -13.9054 -25.7543 0.009
H 17.9635 -15.0010 -24.7000 0.015

***

Record 3
10
Properties=species:S:1:pos:R:3:lowdin_charge:R:1 method="wB97M-V/def2-TZVPD" homo_lumo_gap_ha=0.29983 e_lumo_ev=-1.12 relative_energy_ev=4.897
C 0.7527 0.1436 -0.0001 -0.191
C -0.3152 -0.9554 -0.0050 -0.056
C -0.1402 1.2131 0.0035 -0.143
C 2.5125 0.4203 -0.0065 0.236
C -1.6504 -0.4755 -0.0052 -0.055
O -1.4518 0.9016 0.0001 -0.038
H 2.9068 -0.6169 -0.0011 -0.056
H -0.0585 -2.0016 0.0094 0.078
H 0.0639 2.2697 0.0181 0.123
H -2.6198 -0.8988 -0.0131 0.102

***

Repeat the third record exactly.
10
Properties=species:S:1:pos:R:3:lowdin_charge:R:1 method="wB97M-V/def2-TZVPD" homo_lumo_gap_ha=0.29983 e_lumo_ev=-1.12 relative_energy_ev=4.897
C 0.7527 0.1436 -0.0001 -0.191
C -0.3152 -0.9554 -0.0050 -0.056
C -0.1402 1.2131 0.0035 -0.143
C 2.5125 0.4203 -0.0065 0.236
C -1.6504 -0.4755 -0.0052 -0.055
O -1.4518 0.9016 0.0001 -0.038
H 2.9068 -0.6169 -0.0011 -0.056
H -0.0585 -2.0016 0.0094 0.078
H 0.0639 2.2697 0.0181 0.123
H -2.6198 -0.8988 -0.0131 0.102